1.
{
  "formula": "C4H12",
  "method": "ωB97M-V/def2-TZVPD",
  "elements": ["C", "C", "H", "H", "H", "H", "H", "H", "C", "C", "H", "H", "H", "H", "H", "H"],
  "positions_angstrom": [[1.8050, -1.8367, 0.8316], [0.3990, -1.4457, 1.2976], [2.7002, -1.2851, 1.0393], [2.1136, -2.9198, 0.8927], [1.6686, -1.7279, -0.2907], [-0.2494, -1.8072, 0.5516], [0.5095, -0.3777, 1.1242], [0.2052, -1.8030, 2.5639], [-1.2301, 1.3005, -1.6228], [-1.0435, 2.0507, -0.3709], [-1.9122, 1.7858, -2.3624], [-0.3868, 0.8674, -2.1654], [-1.8302, 0.3906, -1.4652], [-1.8631, 2.0361, 0.3459], [-0.1859, 1.6998, 0.2961], [-0.6997, 3.0722, -0.6655]],
  "atomic_forces_ev_per_a": [[-0.129, -2.422, -2.835], [2.358, -0.168, 4.156], [0.008, 0.764, 0.820], [-0.610, 0.886, 0.391], [0.631, -0.025, 0.901], [-1.384, -0.784, -0.098], [-1.025, 0.379, 0.861], [0.145, 1.358, -4.197], [-2.134, -2.227, -1.718], [2.664, 1.276, 1.540], [0.845, 0.253, 0.472], [0.418, 0.754, 0.242], [0.124, -0.047, 0.410], [-0.398, 0.367, -0.536], [-0.833, 0.017, -1.125], [-0.680, -0.380, 0.716]],
  "smiles": "CC.CC"
}

=====

2.
{
  "formula": "C25H28N7O4PPdS2",
  "method": "ωB97M-V/def2-TZVPD",
  "elements": ["Pd", "S", "N", "C", "C", "C", "C", "C", "N", "C", "C", "N", "C", "C", "C", "C", "C", "N", "H", "H", "H", "H", "H", "H", "C", "O", "P", "O", "C", "O", "C", "H", "H", "H", "H", "H", "H", "H", "H", "H", "N", "C", "N", "C", "C", "O", "C", "C", "H", "H", "H", "H", "H", "H", "H", "H", "S", "C", "N", "C", "C", "C", "C", "H", "H", "H", "H", "H"],
  "positions_angstrom": [[0.7872, 0.1486, 0.0356], [2.5899, 7.4245, -1.2159], [1.1592, 6.7216, -1.0280], [1.3813, 5.4741, -0.6586], [0.3806, 4.4931, -0.3272], [-0.9853, 4.7846, -0.2655], [-1.8523, 3.8136, 0.1799], [-1.3427, 2.5528, 0.4758], [-0.0664, 2.2367, 0.3425], [0.8111, 3.1963, -0.0090], [2.2306, 2.8661, 0.0502], [2.5745, 1.6093, 0.4040], [3.8520, 1.3149, 0.5896], [4.8756, 2.2454, 0.4242], [4.5534, 3.5232, 0.0351], [3.2079, 3.8502, -0.1610], [2.7678, 5.1647, -0.5531], [3.5464, 6.1915, -0.8395], [-1.3207, 5.7771, -0.5371], [-2.9075, 4.0145, 0.2979], [-1.9881, 1.7723, 0.8546], [4.0953, 0.3034, 0.8790], [5.9009, 1.9512, 0.5962], [5.3025, 4.2904, -0.1108], [3.1694, -0.4794, -2.4968], [3.5083, -1.0773, -1.2335], [2.3056, -1.6488, -0.3313], [3.1545, -2.1584, 0.9130], [3.0535, -1.6579, 2.2588], [1.8857, -3.0157, -1.0467], [2.9040, -4.0135, -1.3407], [4.0649, 0.0084, -2.8686], [2.3677, 0.2591, -2.3819], [2.8453, -1.2364, -3.2119], [2.5086, -2.3747, 2.8700], [2.5390, -0.6983, 2.2965], [4.0634, -1.5556, 2.6484], [2.6292, -4.4803, -2.2818], [2.9209, -4.7529, -0.5437], [3.8857, -3.5541, -1.4288], [-1.1616, -0.3371, -1.0982], [-2.3140, -0.3163, -0.9403], [-3.5980, -0.3376, -0.7386], [-4.1492, -0.0049, 0.5873], [-5.3843, -0.8663, 0.8232], [-6.3177, -0.6808, -0.2141], [-5.8050, -1.0842, -1.4667], [-4.5687, -0.2762, -1.8457], [-4.4540, 1.0461, 0.6001], [-3.4002, -0.1907, 1.3565], [-5.8703, -0.5589, 1.7474], [-5.0954, -1.9233, 0.9000], [-6.5906, -0.9002, -2.1964], [-5.5692, -2.1559, -1.4537], [-4.8570, 0.7653, -2.0113], [-4.1140, -0.6745, -2.7507], [-0.3999, -0.8363, 2.0538], [-0.8290, -2.4634, 1.7070], [-0.9311, -2.9345, 0.4456], [-1.2476, -4.2139, 0.1449], [-1.5187, -5.1065, 1.1369], [-1.4695, -4.6581, 2.4653], [-1.1303, -3.3572, 2.7480], [-0.7654, -2.2840, -0.3132], [-1.2734, -4.4676, -0.9044], [-1.7628, -6.1315, 0.9034], [-1.6994, -5.3437, 3.2702], [-1.0829, -2.9917, 3.7636]],
  "atomic_forces_ev_per_a": [[-0.281, 0.158, 0.391], [0.016, 0.035, -0.015], [-0.262, 0.129, -0.012], [0.606, -0.018, 0.024], [-0.166, -0.327, 0.059], [0.104, -0.001, 0.017], [0.030, 0.021, -0.015], [-0.130, 0.001, -0.006], [0.149, -0.123, -0.131], [-0.355, 0.307, 0.015], [0.516, 0.120, 0.076], [-0.318, -0.318, -0.015], [0.174, 0.106, -0.012], [0.022, 0.017, 0.002], [-0.111, 0.030, -0.029], [-0.068, -0.364, 0.081], [-0.530, 0.251, -0.070], [0.275, -0.006, -0.026], [-0.032, 0.002, 0.039], [0.002, -0.010, 0.012], [-0.042, -0.099, -0.084], [-0.033, -0.007, -0.034], [-0.008, -0.010, 0.020], [0.040, -0.037, -0.015], [-0.052, -0.018, -0.148], [-0.253, -0.034, 0.083], [0.598, -0.572, -0.267], [-0.240, 0.179, -0.077], [0.018, -0.023, 0.190], [-0.171, 0.539, 0.170], [0.048, -0.158, -0.018], [-0.001, 0.016, 0.043], [0.074, 0.010, 0.029], [0.036, -0.025, 0.052], [-0.007, -0.020, -0.069], [0.011, -0.002, -0.037], [0.014, 0.002, -0.066], [-0.043, 0.027, 0.018], [-0.053, 0.043, 0.016], [-0.019, 0.038, -0.023], [0.055, -0.124, 0.266], [0.066, 0.034, -0.186], [-0.023, -0.024, 0.046], [-0.284, -0.104, 0.178], [0.110, 0.062, -0.044], [0.016, 0.057, -0.032], [0.094, -0.001, 0.024], [-0.261, 0.006, -0.140], [0.112, 0.012, -0.017], [0.077, 0.031, -0.037], [0.009, -0.044, 0.014], [-0.015, 0.003, 0.000], [0.021, -0.062, -0.036], [0.003, 0.010, 0.010], [0.087, 0.006, 0.001], [0.038, 0.024, 0.003], [0.268, 0.453, -0.230], [-0.118, -0.183, 0.033], [0.066, -0.094, 0.223], [-0.039, -0.171, -0.061], [0.009, -0.033, 0.085], [-0.032, 0.035, -0.051], [0.024, 0.047, -0.028], [0.081, 0.145, -0.138], [0.035, 0.054, -0.024], [-0.020, 0.019, -0.058], [0.024, 0.014, 0.022], [0.037, -0.031, 0.009]],
  "charge": 2,
  "s_squared": 2.008,
  "multiplicity": 3
}

=====

3.
{
  "formula": "C5H10O",
  "method": "ωB97M-V/def2-TZVPD",
  "elements": ["O", "C", "C", "C", "C", "C", "H", "H", "H", "H", "H", "H", "H", "H", "H", "H"],
  "positions_angstrom": [[1.5873, 0.7520, 1.2030], [0.5879, 0.3055, 0.3942], [0.4006, -0.9300, -0.0894], [-1.0706, -1.1121, -0.3338], [-1.5321, 0.3067, -0.7040], [-0.4975, 1.2508, -0.0507], [1.3906, 1.6616, 1.4629], [1.1155, -1.7283, -0.2114], [-1.5078, -1.4231, 0.6263], [-1.3353, -1.8797, -1.0635], [-1.4964, 0.4044, -1.7913], [-2.5459, 0.5323, -0.3703], [-0.8994, 1.8666, 0.7647], [-0.0655, 1.9421, -0.7924], [2.9155, -0.3539, -0.2322], [2.8924, -0.9874, 0.1454]],
  "atomic_forces_ev_per_a": [[0.043, 0.375, -0.163], [-0.178, -0.123, -0.191], [0.042, 0.084, 0.242], [-0.152, -0.048, -0.086], [-0.114, 0.071, -0.048], [-0.041, 0.065, 0.128], [0.085, -0.152, -0.156], [-0.144, -0.034, 0.613], [-0.149, -0.056, -0.241], [0.021, 0.170, -0.126], [-0.058, 0.106, 0.099], [0.027, -0.050, -0.095], [-0.080, -0.145, -0.019], [-0.123, -0.067, 0.270], [0.370, -0.167, -0.106], [0.453, -0.029, -0.121]],
  "smiles": "OC1=CCCC1.[H][H]"
}

=====

4.
{
  "formula": "C4H12N2O",
  "method": "ωB97M-V/def2-TZVPD",
  "elements": ["C", "C", "C", "N", "C", "O", "H", "H", "H", "H", "H", "H", "H", "H", "H", "N", "H", "H", "H"],
  "positions_angstrom": [[-1.1407, -2.6227, 0.1130], [0.0245, -1.7752, 0.7380], [0.5938, -0.7509, -0.2079], [1.2570, 0.5016, 0.1202], [1.0994, 1.0455, 1.4695], [1.9003, 1.2169, -0.7139], [-1.8881, -1.9309, -0.1457], [-0.6818, -3.1456, -0.8750], [-1.3312, -3.4060, 0.7668], [-0.3182, -1.3162, 1.6552], [0.7685, -2.5137, 0.7819], [0.8124, -1.2503, -1.1208], [0.1335, 0.6744, 2.0294], [1.9965, 0.9238, 2.0964], [1.0276, 2.1942, 1.4324], [-1.3261, 2.8829, -1.8718], [-0.3957, 2.4379, -2.0430], [-1.5545, 3.1547, -2.8681], [-0.9771, 3.6797, -1.3566]],
  "atomic_forces_ev_per_a": [[3.782, 0.663, -3.007], [-1.390, 0.985, -0.988], [2.258, 3.850, 1.946], [-2.685, -4.586, -1.588], [-1.652, 1.804, 1.764], [-0.445, -0.639, 0.591], [-1.574, 0.179, -0.329], [-1.286, 1.286, 2.037], [-1.037, -1.198, 1.195], [0.299, -0.386, 0.502], [1.493, -0.807, 1.246], [0.488, 0.799, -1.213], [2.097, 0.507, -1.286], [-0.265, -0.626, -0.415], [-0.151, -1.780, -0.505], [1.453, -0.668, -1.809], [-0.902, -0.272, 0.307], [0.060, 0.169, 1.689], [-0.545, 0.718, -0.136]],
  "smiles": "CC/C=[N+](\\C)[O-].N"
}

=====

Number 1: DFT total energy -159.52352 Eh, M 60.140 g/mol. Number 2: DFT total energy -2918.90366 Eh, M 692.072 g/mol. Number 3: DFT total energy -271.67106 Eh, M 86.134 g/mol. Number 4: DFT total energy -344.20775 Eh, M 104.153 g/mol.